[1]
Density functional theory data (the ωB97M-V functional and the def2-TZVPD basis) for C42H87B4CsF16N12O4 as an isolated structure at a distorted geometry.

Structure (ORCA input):
```
! wB97M-V def2-TZVPD RIJCOSX def2/J DEFGRID3
* xyz 4 1
Cs 0.12485 -0.57096 0.44047
C 0.09745 3.03117 2.73525
C 0.94719 3.76979 1.65464
N 2.15150 4.38530 2.30083
C 2.50267 5.69779 2.48742
C 3.74092 5.82930 3.09359
N 4.07308 4.50027 3.38208
C 3.16079 3.67997 2.79070
C 5.14989 4.02363 4.15052
H -0.66127 3.62090 3.24970
H 0.73916 2.53295 3.46194
H -0.34857 2.15492 2.26477
H 0.22811 4.48785 1.26039
H 1.14398 3.02649 0.88206
H 1.97129 6.46556 1.94468
H 4.44084 6.59978 3.38147
H 3.27839 2.60677 2.81931
H 4.74179 3.80245 5.13674
H 5.81879 4.87079 4.30212
H 5.71570 3.23394 3.65621
C -0.53061 -1.04672 -4.44027
C -1.94057 -1.33432 -3.97001
N -3.05300 -0.79737 -4.81446
C -2.96745 -0.30462 -6.08768
C -4.17252 0.20445 -6.54617
N -5.09088 0.05643 -5.48297
C -4.39938 -0.71536 -4.53371
C -6.46387 0.36002 -5.43264
H -0.31784 -1.12396 -5.50651
H 0.22089 -1.37224 -3.72097
H -0.33912 0.00480 -4.22641
H -1.96693 -0.76375 -3.04165
H -2.02575 -2.41735 -3.88110
H -1.98913 -0.30748 -6.54514
H -4.68582 0.59492 -7.41245
H -4.82412 -1.02541 -3.59038
H -6.87096 0.57494 -6.42066
H -6.67465 1.29423 -4.91212
H -7.10173 -0.40082 -4.98281
C -10.17969 0.56913 0.06922
C -8.94055 -0.23750 0.42774
N -7.95378 0.50262 1.13226
C -7.97682 0.90673 2.48452
C -6.77211 1.49099 2.79263
N -5.92490 1.43017 1.73588
C -6.64211 0.79815 0.66898
C -4.55390 1.89387 1.69245
H -10.78856 0.10284 -0.70535
H -9.88585 1.52467 -0.36519
H -10.86900 0.66781 0.90780
H -8.54009 -0.58677 -0.52397
H -9.14147 -1.20391 0.89010
H -8.89142 0.80381 3.04961
H -6.45313 1.79904 3.77739
H -6.19666 0.53974 -0.28034
H -4.09399 2.03369 2.67073
H -4.49967 2.89204 1.25791
H -3.85892 1.25226 1.15075
C -5.28441 -2.46728 6.20089
C -6.03783 -3.30588 5.18460
N -5.75732 -2.85048 3.79288
C -6.67807 -2.74872 2.71213
C -6.02627 -2.49263 1.56652
N -4.69208 -2.40675 1.89212
C -4.49187 -2.57563 3.24571
C -3.75377 -2.22764 0.82426
H -4.19865 -2.38692 6.25332
H -5.62991 -2.91682 7.13183
H -5.60712 -1.42935 6.11919
H -7.08172 -3.17507 5.46970
H -6.03923 -4.38345 5.34874
H -7.70524 -2.91086 3.00373
H -6.41460 -2.55345 0.56058
H -3.55736 -2.38199 3.75129
H -3.90182 -1.18455 0.54473
H -4.04637 -2.82101 -0.04200
H -2.76513 -2.50323 1.19135
C 2.18373 -5.33853 4.55826
C 2.12107 -4.04566 3.69542
N 3.13151 -2.96114 4.07574
C 4.52738 -3.08781 4.18454
C 5.06672 -1.90468 4.61568
N 4.02678 -0.97535 4.66673
C 2.81130 -1.69375 4.38293
C 4.17239 0.32332 5.30431
H 1.30164 -5.94810 4.36218
H 2.25458 -5.07391 5.61328
H 3.08983 -5.90435 4.34165
H 1.16153 -3.54440 3.82238
H 1.98596 -4.34869 2.65715
H 5.03090 -4.03138 4.03437
H 6.08912 -1.60752 4.79672
H 1.80954 -1.30288 4.48346
H 3.41757 0.99772 4.89991
H 5.18603 0.67056 5.10415
H 4.08561 0.28754 6.39026
C 2.06810 1.54267 -3.00153
O 3.40197 1.39911 -3.30093
C 3.85704 2.34676 -4.19360
C 5.24909 2.92510 -3.84138
N 5.27349 3.98648 -2.69387
H 6.23160 4.25737 -2.52436
H 4.75191 4.79537 -3.00006
C 4.54933 3.75941 -1.35234
C 4.13386 5.15610 -0.72126
O 5.23336 5.98512 -0.59367
C 6.26951 5.68016 0.36453
H 1.40417 1.67952 -3.85509
H 1.88592 2.22913 -2.17468
H 1.68552 0.61259 -2.58119
H 3.17541 3.19667 -4.22707
H 3.90321 1.99163 -5.22309
H 5.56155 3.64014 -4.60243
H 6.01023 2.14581 -3.80298
H 5.27254 3.21848 -0.74205
H 3.66210 3.15469 -1.54008
H 3.79815 4.83233 0.26391
H 3.36772 5.53208 -1.39932
H 6.91341 4.80651 0.26339
H 5.69487 5.87657 1.26969
H 7.00745 6.46507 0.19881
C 4.28657 -4.24884 -0.28921
O 3.56949 -4.66585 -1.56815
C 2.76344 -3.54842 -2.07513
C 2.11977 -3.82115 -3.44422
N 3.13010 -3.95132 -4.55809
H 3.71162 -4.75441 -4.36573
H 2.59327 -4.13082 -5.39456
C 4.30669 -2.95767 -4.87158
C 3.94321 -1.45208 -4.65392
O 2.81598 -1.04594 -5.48344
C 3.22566 -0.59681 -6.74466
H 4.39512 -4.91602 0.56589
H 3.82813 -3.40647 0.22882
H 5.24358 -3.87431 -0.65248
H 3.18367 -2.56568 -1.86131
H 1.86963 -3.34583 -1.48507
H 1.38730 -3.06521 -3.72733
H 1.68528 -4.82067 -3.42759
H 4.91294 -3.08790 -5.76802
H 4.95545 -3.09309 -4.00621
H 4.83727 -0.82860 -4.65944
H 3.61803 -1.40545 -3.61460
H 3.95093 0.19172 -6.54390
H 2.35291 -0.12635 -7.19752
H 3.66863 -1.34689 -7.39984
B -1.12436 -0.91317 3.83138
F -2.04897 -0.18762 3.13429
F -0.62156 -1.97887 3.08223
F -0.05970 -0.13416 4.02309
F -1.78732 -1.41987 4.96416
B -1.79915 2.40702 -1.53479
F -1.96965 3.65808 -1.06679
F -1.47114 2.53782 -2.86225
F -0.79484 1.79115 -0.73457
F -3.02216 1.73526 -1.46938
B 3.50026 0.70030 1.37893
F 3.66577 1.72918 0.42787
F 2.31589 0.88316 2.09048
F 3.23746 -0.55834 0.81760
F 4.54645 0.61172 2.26515
B -0.96430 -3.66432 -1.18303
F -2.22158 -3.74765 -1.56994
F -0.86895 -3.79288 0.22889
F -0.24802 -4.73670 -1.65466
F -0.42562 -2.46939 -1.58100
*
```

Results
* LUMO: -7.4118 eV
* orbital gap: 0.34229 hartree

Atomic partial charges in e from the Mulliken method, atoms 1 to 6: Cs 0.030; C -0.892; C 0.124; N 0.609; C -0.526; C -0.435


[2]
Density functional theory data (the ωB97M-V functional and the def2-TZVPD basis) for one molecule with the formula C7H8N2O at a distorted geometry.

Structure (ORCA input):
```
! wB97M-V def2-TZVPD RIJCOSX def2/J DEFGRID3
* xyz 0 1
C -0.51282 1.93918 -0.07084
C 1.18216 -0.55193 -0.95003
C -0.22962 -0.46261 -0.96296
C 1.45406 0.39619 1.32077
C 2.01741 0.30994 -0.11641
C -0.97164 0.58117 -0.21445
C -2.47696 0.45654 -0.18932
N -0.03688 2.96312 0.13841
N 0.26301 0.37311 1.62458
O -2.78601 -0.82363 0.33633
H 1.60268 -1.48242 -1.22184
H -0.91321 -1.11111 -1.56242
H 2.29446 0.62173 1.91499
H 3.12994 0.04797 0.00324
H 2.20070 1.34126 -0.46512
H -2.88079 0.52595 -1.14850
H -2.90085 1.15029 0.48383
H -2.04341 -1.22504 0.81562
*
```

Results
* ΔE to the lowest compared entry with this formula, charge and spin: 4.764 eV
* LUMO (spin up / spin down): -1.0225 / -0.8310 eV
* orbital gap (spin up / spin down): 0.29913 / 0.29351 hartree

Atomic partial charges in e from the natural (NBO) method, atoms 1 to 6: C 0.248; C -0.143; C -0.233; C 0.028; C -0.531; C -0.017


[3]
Density functional theory data (the ωB97M-V functional and the def2-TZVPD basis) for C12H21AsNOReSSe as an isolated structure at a distorted geometry.

Structure (ORCA input):
```
! wB97M-V def2-TZVPD RIJCOSX def2/J DEFGRID3
* xyz 3 4
Re -1.12459 0.11010 -0.78815
C 0.42257 -3.16774 -1.72448
C -0.12447 -3.30960 -0.42242
C -1.32061 -2.64045 -0.07131
C -1.95832 -1.73851 -1.08901
C -1.09886 -1.29812 -2.24608
C -0.02212 -2.21353 -2.59086
H 1.28077 -3.82695 -1.95604
H 0.37933 -3.92087 0.34201
H -1.79718 -2.93876 0.86824
H -3.07832 -1.70879 -1.21879
H -1.68714 -0.99771 -3.12612
H 0.42295 -2.28510 -3.60385
Se -0.70189 1.79088 -2.50085
C 1.14202 1.45522 -2.14414
N 2.31000 1.42623 -2.10464
C 3.09070 -0.76558 0.02682
As 2.05141 0.57483 0.98591
C 2.96316 2.32037 0.88384
C 1.85418 0.14625 2.90665
O 0.24651 0.62588 0.34416
H 4.14077 -0.80186 0.33993
H 2.81334 -0.62011 -1.04455
H 2.63646 -1.71095 0.29101
H 2.78437 3.04294 1.69323
H 2.48456 2.77950 0.04662
H 4.03726 2.07145 0.80500
H 2.71346 0.41891 3.51776
H 1.83569 -0.96883 2.92844
H 0.91941 0.49311 3.26552
C -3.49838 0.93756 1.59140
S -3.08533 1.14624 -0.24107
C -2.61074 2.97954 0.01481
H -2.65137 1.19936 2.24641
H -3.83842 -0.14612 1.80832
H -4.38526 1.49657 1.81173
H -3.34530 3.38134 0.64494
H -2.60496 3.51129 -0.92909
H -1.59566 3.15201 0.43873
*
```

Results
* ΔE to the lowest compared entry with this formula, charge and spin: 0.000 eV
* LUMO (spin up / spin down): -12.0689 / -13.3980 eV
* <S²>: 3.807
* orbital gap (spin up / spin down): 0.23909 / 0.21993 hartree

Atomic partial charges in e from the natural (NBO) method, atoms 1 to 6: Re 1.212; C -0.169; C -0.124; C -0.088; C -0.467; C -0.471